[1]
An isolated ion of composition C5H14N2 and charge -1 at a distorted geometry. Source: OMol25; level of theory: ωB97M-V with the def2-TZVPD basis set.

Properties
* E_LUMO (alpha / beta): 4.030 / 4.240 eV
* energy relative to the best compared isomer or geometry (same formula, charge and spin): 29.0 kcal/mol
* net charge: -1
* 2S+1: 2
* HOMO level (alpha / beta): 1.51 / -4.70 eV
* molecular weight: 102.18 g/mol
* HOMO-LUMO gap (alpha / beta): 2.523 / 8.940 eV

Positions of all 21 atoms, in Å:
C 0.309 -0.540 0.695
C 1.120 0.105 -0.430
C 2.040 1.248 0.149
C 1.741 -1.003 -1.315
N -1.102 -0.725 0.500
C -1.974 0.425 0.413
N -3.368 0.196 0.572
H 0.813 -1.456 1.045
H 0.303 0.066 1.611
H 0.526 0.651 -1.179
H 1.670 2.208 -0.208
H 1.920 1.408 1.223
H 3.047 0.985 -0.160
H 2.566 -1.496 -0.795
H 1.945 -0.637 -2.318
H 0.920 -1.715 -1.425
H -1.472 -1.572 0.103
H -1.774 0.982 -0.504
H -1.646 1.144 1.192
H -3.667 -0.610 1.090
H -3.918 0.334 -0.259

---

[2]
An isolated ion of composition C5H14N2 and charge -1 at a distorted geometry. Source: OMol25; level of theory: ωB97M-V with the def2-TZVPD basis set.

Properties
* E_LUMO (alpha / beta): 3.905 / 3.777 eV
* energy relative to the best compared isomer or geometry (same formula, charge and spin): 25.6 kcal/mol
* net charge: -1
* 2S+1: 2
* HOMO level (alpha / beta): 1.42 / -5.04 eV
* molecular weight: 102.18 g/mol
* HOMO-LUMO gap (alpha / beta): 2.481 / 8.817 eV

Positions of all 21 atoms, in Å:
N -0.781 -0.084 -1.535
C 2.185 0.727 -1.913
C 1.611 -0.249 -0.863
C 0.174 0.262 -0.486
C -0.201 -0.196 0.899
N -1.344 0.500 1.546
C -1.910 -0.394 2.577
H -0.841 -1.043 -1.847
H -1.696 0.309 -1.357
H 2.214 1.743 -1.533
H 3.129 0.378 -2.330
H 1.466 0.753 -2.755
H 1.502 -1.124 -1.499
H 2.185 -0.261 0.056
H 0.298 1.348 -0.554
H -0.415 -1.291 0.905
H 0.637 -0.209 1.593
H -1.941 0.656 0.738
H -2.585 0.244 3.136
H -2.564 -1.150 2.113
H -1.123 -0.918 3.109

---

[3]
One molecule with the formula C5H14N2 at a distorted geometry. Source: OMol25; level of theory: ωB97M-V with the def2-TZVPD basis set.

Properties
* E_LUMO: 1.075 eV
* energy relative to the best compared isomer or geometry (same formula, charge and spin): 39.7 kcal/mol
* SMILES: C[C@@H](CN)N(C)C
* HOMO level: -8.08 eV
* molecular weight: 102.18 g/mol
* HOMO-LUMO gap: 9.150 eV

Positions of all 21 atoms, in Å:
C -0.119 1.717 0.690
C -0.225 0.192 0.463
C -1.682 -0.355 0.379
N -1.798 -1.534 1.260
N 0.664 -0.433 -0.497
C 0.648 0.267 -1.773
C 2.040 -0.763 -0.078
H -1.084 2.188 0.873
H 0.485 1.898 1.585
H 0.404 2.359 -0.022
H 0.053 -0.237 1.422
H -1.854 -0.652 -0.661
H -2.307 0.499 0.621
H -2.789 -1.655 1.404
H -1.504 -2.333 0.709
H -0.259 0.802 -1.899
H 1.361 1.111 -1.789
H 0.946 -0.354 -2.616
H 2.184 -0.512 0.964
H 2.118 -1.844 -0.214
H 2.719 -0.361 -0.822

---

[4]
C5H14N2 as an isolated structure at a distorted geometry. Source: OMol25; level of theory: ωB97M-V with the def2-TZVPD basis set.

Properties
* E_LUMO: 0.692 eV
* energy relative to the best compared isomer or geometry (same formula, charge and spin): 80.7 kcal/mol
* HOMO level: -8.71 eV
* molecular weight: 102.18 g/mol
* HOMO-LUMO gap: 9.406 eV

Positions of all 21 atoms, in Å:
N -1.137 1.722 -2.296
C -1.601 0.592 -1.470
C -1.417 -0.711 -2.214
C -0.885 0.608 -0.090
N -0.662 -0.396 0.679
C 2.280 -0.214 1.790
C 1.499 -1.029 2.850
H -1.773 2.476 -2.446
H -0.191 2.021 -2.160
H -2.650 0.791 -1.228
H -1.726 -1.570 -1.620
H -0.356 -0.912 -2.458
H -1.954 -0.694 -3.159
H -0.179 -0.612 -0.275
H -0.624 1.649 0.172
H 2.170 -0.607 0.782
H 1.920 0.809 1.793
H 3.344 -0.194 2.023
H 0.959 -1.864 2.402
H 2.185 -1.485 3.563
H 0.796 -0.382 3.362

---

[5]
One molecule with the formula C5H14N2 at a distorted geometry. Source: OMol25; level of theory: ωB97M-V with the def2-TZVPD basis set.

Properties
* E_LUMO: 1.176 eV
* energy relative to the best compared isomer or geometry (same formula, charge and spin): 25.4 kcal/mol
* SMILES: CC(C)[C@H](N)CN
* HOMO level: -8.49 eV
* molecular weight: 102.18 g/mol
* HOMO-LUMO gap: 9.669 eV

Positions of all 21 atoms, in Å:
C -1.857 0.507 -0.888
C -0.519 1.064 -0.431
C -0.752 2.139 0.719
C 0.545 0.065 0.063
N 1.502 -0.222 -1.032
C 0.070 -1.338 0.509
N 1.091 -2.168 1.067
H -2.410 1.245 -1.454
H -2.473 0.316 -0.020
H -1.726 -0.415 -1.440
H -0.088 1.586 -1.302
H -0.050 2.045 1.561
H -1.734 1.934 1.144
H -0.745 3.159 0.320
H 1.163 0.571 0.816
H 1.664 -1.190 -1.221
H 1.492 0.412 -1.812
H -0.375 -1.735 -0.408
H -0.703 -1.143 1.284
H 1.239 -2.272 2.051
H 1.945 -2.296 0.556

---

[6]
One molecule with the formula C5H14N2. Source: OMol25; level of theory: ωB97M-V with the def2-TZVPD basis set.

Properties
* E_LUMO: 1.050 eV
* energy relative to the best compared isomer or geometry (same formula, charge and spin): 22.7 kcal/mol
* SMILES: C[C@@H](N)CN(C)C
* HOMO level: -7.82 eV
* molecular weight: 102.18 g/mol
* HOMO-LUMO gap: 8.866 eV

Positions of all 21 atoms, in Å:
C -2.052 1.241 0.539
C -0.610 0.856 0.256
N 0.344 1.417 1.240
C -0.527 -0.693 0.275
N 0.601 -1.317 -0.366
C 1.887 -1.051 0.236
C 0.628 -1.206 -1.803
H -2.522 0.608 1.296
H -2.150 2.252 0.902
H -2.643 1.181 -0.377
H -0.310 1.200 -0.725
H -0.162 1.828 2.016
H 0.832 2.210 0.837
H -0.508 -0.956 1.332
H -1.417 -1.034 -0.248
H 1.802 -1.011 1.311
H 2.593 -1.827 -0.032
H 2.334 -0.097 -0.097
H 0.442 -0.182 -2.174
H -0.144 -1.830 -2.265
H 1.583 -1.589 -2.153

---

[7]
A 2-piece molecular cluster, C5H14N2 overall at a distorted geometry. Source: OMol25; level of theory: ωB97M-V with the def2-TZVPD basis set.

Properties
* E_LUMO: 1.007 eV
* energy relative to the best compared isomer or geometry (same formula, charge and spin): 67.8 kcal/mol
* HOMO level: -7.68 eV
* molecular weight: 102.18 g/mol
* HOMO-LUMO gap: 8.686 eV

Positions of all 21 atoms, in Å:
C -0.581 -0.063 -0.004
C 0.891 -0.258 -0.451
C -0.832 0.227 1.474
C -1.338 0.916 -0.897
C 1.680 1.036 -0.502
N -1.018 -1.449 -0.445
N 1.563 -1.211 0.450
H 0.125 -1.280 -1.211
H -2.021 -1.542 -0.597
H -0.756 -2.115 0.281
H 1.939 -1.996 -0.064
H 1.875 -0.808 1.334
H -1.898 0.204 1.716
H -0.999 1.934 -0.714
H -0.437 1.217 1.708
H -0.327 -0.496 2.114
H -2.411 0.873 -0.697
H -1.167 0.690 -1.950
H 1.787 1.498 0.495
H 2.685 0.838 -0.877
H 1.239 1.785 -1.162

---

[8]
C5H14N2 as an isolated structure at a distorted geometry. Source: OMol25; level of theory: ωB97M-V with the def2-TZVPD basis set.

Properties
* E_LUMO: 0.550 eV
* energy relative to the best compared isomer or geometry (same formula, charge and spin): 86.6 kcal/mol
* HOMO level: -8.17 eV
* molecular weight: 102.18 g/mol
* HOMO-LUMO gap: 8.724 eV

Positions of all 21 atoms, in Å:
C 2.195 1.808 -1.917
N -0.861 0.498 -0.684
C -0.921 0.353 0.621
C -0.749 -1.048 1.269
C 0.262 -1.912 0.520
N -0.321 -2.387 -0.717
C -1.754 1.327 1.426
H 1.725 1.406 -2.813
H 2.532 2.826 -2.082
H 3.043 1.211 -1.599
H 1.445 1.829 -1.135
H 0.167 0.497 -0.189
H -0.500 -0.845 2.315
H -1.696 -1.580 1.222
H 1.186 -1.338 0.310
H 0.620 -2.743 1.128
H -0.738 -1.646 -1.253
H 0.296 -2.939 -1.268
H -2.742 0.881 1.557
H -1.857 2.262 0.883
H -1.331 1.540 2.407

---

[9]
One molecule with the formula C5H14N2 at a distorted geometry. Source: OMol25; level of theory: ωB97M-V with the def2-TZVPD basis set.

Properties
* E_LUMO: 1.161 eV
* energy relative to the best compared isomer or geometry (same formula, charge and spin): 66.8 kcal/mol
* SMILES: C[C@H](N)CN(C)C
* HOMO level: -8.88 eV
* molecular weight: 102.18 g/mol
* HOMO-LUMO gap: 10.037 eV

Positions of all 21 atoms, in Å:
C 1.380 1.445 -1.145
C -0.088 1.114 -0.862
N -0.987 2.262 -0.712
C -0.092 0.284 0.456
N 0.402 -1.244 0.460
C -0.627 -2.119 -0.237
C 0.232 -1.714 1.909
H 1.531 1.476 -2.198
H 1.533 2.388 -0.704
H 2.069 0.917 -0.539
H -0.475 0.403 -1.632
H -1.219 2.606 0.153
H -1.684 2.587 -1.331
H 0.501 0.786 1.278
H -1.257 0.054 0.609
H -0.715 -1.651 -1.311
H -1.697 -2.174 0.359
H -0.192 -3.133 -0.341
H 1.079 -1.161 2.410
H -0.736 -1.544 2.374
H 0.527 -2.743 1.912

---

[10]
One molecule with the formula C5H14N2 at a distorted geometry. Source: OMol25; level of theory: ωB97M-V with the def2-TZVPD basis set.

Properties
* E_LUMO: 1.127 eV
* energy relative to the best compared isomer or geometry (same formula, charge and spin): 29.9 kcal/mol
* SMILES: CN[C@@H](C)CCN
* HOMO level: -8.60 eV
* molecular weight: 102.18 g/mol
* HOMO-LUMO gap: 9.722 eV

Positions of all 21 atoms, in Å:
C 0.722 -2.299 1.249
N 1.018 -0.885 0.872
C -0.030 -0.240 0.090
C -1.459 -0.464 0.735
C 0.215 1.260 0.090
C -0.239 1.838 -1.267
N 0.793 1.428 -2.246
H -0.139 -2.335 1.911
H 0.304 -2.621 0.278
H 1.598 -2.820 1.616
H 1.219 -0.243 1.631
H -0.096 -0.781 -0.866
H -1.952 -1.399 0.467
H -2.153 0.340 0.443
H -1.378 -0.380 1.808
H -0.323 1.745 0.907
H 1.279 1.520 0.166
H -1.230 1.541 -1.596
H -0.190 2.942 -1.326
H 0.427 0.915 -3.034
H 1.613 0.935 -1.926

---

[11]
One molecule with the formula C5H14N2 at a distorted geometry. Source: OMol25; level of theory: ωB97M-V with the def2-TZVPD basis set.

Properties
* E_LUMO: 1.112 eV
* energy relative to the best compared isomer or geometry (same formula, charge and spin): 35.9 kcal/mol
* SMILES: CC[C@H](C)NCN
* HOMO level: -8.99 eV
* molecular weight: 102.18 g/mol
* HOMO-LUMO gap: 10.098 eV

Positions of all 21 atoms, in Å:
C 1.929 0.914 -0.189
C 0.793 0.957 0.875
C -0.610 0.612 0.235
C -1.600 1.270 1.202
N -0.740 -0.850 0.394
C 0.056 -1.691 -0.467
N 0.059 -1.212 -1.882
H 2.826 1.132 0.410
H 2.257 0.108 -0.849
H 1.724 1.715 -0.908
H 0.938 0.380 1.774
H 0.685 1.956 1.293
H -0.698 1.145 -0.708
H -1.267 0.880 2.203
H -1.714 2.355 1.338
H -2.594 0.854 1.055
H -1.754 -0.974 0.263
H 1.100 -1.695 -0.127
H -0.148 -2.759 -0.403
H -0.844 -1.425 -2.271
H 0.879 -1.447 -2.415

---

[12]
A 3-piece molecular cluster, C5H14N2 overall at a distorted geometry. Source: OMol25; level of theory: ωB97M-V with the def2-TZVPD basis set.

Properties
* E_LUMO (alpha / beta): 0.812 / 0.829 eV
* energy relative to the best compared isomer or geometry (same formula, charge and spin): 148.1 kcal/mol
* HOMO level (alpha / beta): -6.99 / -6.80 eV
* molecular weight: 102.18 g/mol
* HOMO-LUMO gap (alpha / beta): 7.803 / 7.631 eV

Positions of all 21 atoms, in Å:
C -0.072 -0.299 -0.039
C 0.471 1.098 -1.962
C -0.906 -1.274 -0.822
C -1.053 -0.649 1.965
C 1.345 -0.717 0.257
N -0.570 0.935 0.103
N 0.057 1.848 0.826
H 1.064 1.826 0.940
H -0.377 2.755 0.801
H -0.368 1.671 -2.342
H 1.313 1.700 -1.629
H 0.763 0.299 -2.635
H -0.451 -1.470 -1.794
H -0.978 -2.222 -0.286
H 1.832 -1.038 -0.664
H 1.336 -1.555 0.957
H 1.957 0.070 0.698
H -2.080 -0.311 1.899
H -0.941 -1.724 2.061
H -0.436 -0.070 2.643
H -1.905 -0.873 -0.977